Entry 1:
Density functional theory data (ωB97M-V/def2-TZVPD) for C9H18Cl2OSSc as an isolated structure in a non-equilibrium geometry.

Positions of all 32 atoms, in Å:
Sc -0.9441 0.0238 1.1021
Cl -0.7543 -2.1427 1.8666
Cl -2.2850 1.1876 2.6431
C -2.5321 0.2736 -0.3818
H -2.7665 0.1467 -1.4633
H -3.4960 0.5842 0.0694
C 1.0803 -0.4989 -0.7651
C 0.0530 -0.2393 -1.6320
H 1.6348 0.3111 -0.2936
C -0.6504 -1.3337 -2.3743
H -0.2661 0.7823 -1.8424
C -0.4557 -2.6974 -1.6970
H -1.7172 -1.1038 -2.4663
H -0.2429 -1.4100 -3.3956
C 1.0253 -2.9394 -1.4145
H -1.0225 -2.7275 -0.7551
H -0.8422 -3.4910 -2.3482
C 1.6232 -1.8662 -0.4888
H 1.1693 -3.9332 -0.9799
H 1.5732 -2.9080 -2.3646
H 1.4061 -2.1397 0.5534
H 2.7207 -1.8702 -0.5814
C 0.1699 3.0253 0.5943
S 1.4032 2.2715 1.6630
C 0.9056 2.9833 3.2367
O 0.9142 0.7971 1.7455
H 0.3742 4.1030 0.5970
H -0.8573 2.8308 0.9297
H 0.3116 2.6449 -0.4344
H -0.1891 2.9421 3.3571
H 1.3885 2.3855 4.0279
H 1.2680 4.0080 3.2924

Results
* charge: -1
* HOMO (alpha / beta): -1.24 / -1.24 eV
* energy above the lowest of the compared OMol25 structures with the same formula, charge and spin: 0.000 eV
* maximum force: 3.42 eV/Å


Entry 2:
Density functional theory data (ωB97M-V/def2-TZVPD) for C26H62GaN2O13S3 as an isolated structure in a non-equilibrium geometry.

Positions of all 107 atoms, in Å:
C -4.9210 -2.6199 1.7349
O -3.6292 -2.1123 1.9327
C -3.6069 -0.6896 1.9412
C -2.2461 -0.1472 2.4128
C -1.6988 0.8574 1.3881
Ga 0.1673 1.6059 1.8045
C 1.2696 0.4221 3.0434
C 1.8739 -0.8328 2.3897
C 2.7502 -0.5443 1.1683
C 3.9793 -1.4339 1.0770
S 4.7428 -1.2589 -0.5206
O 3.7248 -1.2635 -1.5331
O 5.7996 -2.2052 -0.6839
O 5.4047 0.1944 -0.5497
C 1.1235 2.0022 0.0156
C 0.4516 3.0732 -0.8507
C -0.6783 2.4633 -1.6864
S -0.0658 2.0718 -3.3455
C -0.7691 0.5903 -3.9329
S -0.9702 0.4105 -5.5375
N -1.0589 -0.4884 -3.0765
C -1.8859 -0.5591 -1.9721
C -1.8018 -1.8363 -1.4820
N -0.9433 -2.5686 -2.2800
C -0.5156 -1.7540 -3.2106
C -0.0860 3.4421 2.7283
C -1.3557 4.1371 2.2996
O -1.2412 5.6056 2.3622
C -1.0350 6.1829 1.1765
C 0.2649 6.9068 1.0011
O -1.8472 6.1618 0.2933
H -4.9296 -3.6615 2.0600
H -5.6789 -2.0921 2.3123
H -5.2256 -2.6074 0.6833
H -4.4451 -0.3054 2.5349
H -3.7782 -0.3452 0.9145
H -1.5916 -1.0180 2.4585
H -2.3492 0.2978 3.4006
H -1.6351 0.3114 0.4505
H -2.4168 1.6811 1.3419
H 0.6598 0.0710 3.8819
H 2.0809 0.9984 3.4903
H 2.5044 -1.3373 3.1394
H 1.1234 -1.5691 2.1189
H 3.0767 0.4976 1.1693
H 2.1526 -0.6844 0.2727
H 4.7368 -1.1181 1.7953
H 3.7847 -2.4914 1.2330
H 4.6947 0.8541 -0.6368
H 1.2434 1.0862 -0.5697
H 2.1322 2.3506 0.2630
H 1.1913 3.5026 -1.5355
H 0.0475 3.8807 -0.2410
H -1.4817 3.1894 -1.8042
H -1.0823 1.6083 -1.1622
H -2.4898 0.2462 -1.6051
H -2.3244 -2.1951 -0.6129
H 0.1738 -2.0411 -3.9835
H 0.7821 4.0671 2.5123
H -0.1122 3.2602 3.8035
H -2.1533 3.8857 2.9969
H -1.7163 3.8363 1.3178
H 0.2081 7.8650 1.5185
H 1.1011 6.3462 1.4095
H 0.4142 7.1194 -0.0505
C -1.0250 -4.0784 2.4808
O 0.2657 -3.5187 2.7200
H -1.5654 -3.4061 1.8251
H -0.9390 -5.0577 1.9991
H -1.5847 -4.1811 3.4145
H 0.7346 -4.1199 3.3040
C -8.6428 -1.9672 1.0122
O -7.5718 -1.0607 1.2414
H -8.3163 -2.9511 1.3410
H -9.5310 -1.6796 1.5822
H -8.8958 -2.0152 -0.0504
H -7.8547 -0.1897 0.9505
C 0.0133 -6.3472 -1.9986
O 1.0155 -5.4148 -1.6335
H 0.2201 -7.2800 -1.4759
H -0.9789 -5.9886 -1.7096
H 0.0237 -6.5362 -3.0769
H 0.8166 -4.5923 -2.0988
C -4.2592 -2.5455 -5.1109
O -3.4445 -3.0118 -4.0481
H -5.0084 -3.3083 -5.3150
H -4.7671 -1.6144 -4.8389
H -3.6678 -2.3778 -6.0163
H -2.7820 -2.3388 -3.8687
C 7.6038 3.4152 0.2234
O 6.5103 2.6691 -0.2895
H 7.3736 4.4712 0.1016
H 7.7573 3.2073 1.2868
H 8.5235 3.1880 -0.3232
H 6.7122 1.7338 -0.1832
C 4.4260 3.3935 2.1584
O 3.5389 3.0178 3.2026
H 4.0742 2.9307 1.2416
H 4.4384 4.4796 2.0207
H 5.4428 3.0448 2.3615
H 3.8477 3.4282 4.0143
C 3.0344 -2.4511 -5.2564
O 2.2096 -2.7477 -4.1402
H 2.5679 -2.8837 -6.1395
H 3.1288 -1.3704 -5.3986
H 4.0308 -2.8849 -5.1332
H 2.6303 -2.3628 -3.3614

Results
* charge: -1
* HOMO: -5.15 eV
* energy above the lowest of the compared OMol25 structures with the same formula, charge and spin: 0.000 eV
* maximum force: 1.74 eV/Å


Entry 3:
Density functional theory data (ωB97M-V/def2-TZVPD) for C39H52CrN3O4SbSi as an isolated structure.

Positions of all 101 atoms, in Å:
Cr 0.0628 0.0572 0.1977
C 0.2935 -4.4939 -3.5214
O 0.1504 -3.7054 -2.3677
C 1.2252 -3.6615 -1.5045
C 2.1778 -4.6785 -1.4507
C 3.2311 -4.5660 -0.5348
C 3.3180 -3.4611 0.2795
C 2.3661 -2.4092 0.2271
C 2.5525 -1.2917 1.0711
N 1.7892 -0.1813 1.1041
N 2.1435 0.7802 2.0009
C 1.2854 1.7566 1.9945
O 0.2043 1.7675 1.2387
C 1.5374 2.9239 2.8507
C 0.6680 4.0153 2.7949
C 0.8733 5.1328 3.5970
C 1.9466 5.1869 4.4740
C 2.8174 4.0996 4.5371
C 2.6186 2.9848 3.7402
C 1.2702 -2.5355 -0.6783
O 0.2957 -1.6300 -0.7731
H -0.5207 -4.2169 -4.1911
H 0.2180 -5.5654 -3.3051
H 1.2496 -4.3043 -4.0180
H 2.1051 -5.5408 -2.0996
H 3.9752 -5.3529 -0.4712
H 4.1341 -3.3728 0.9894
H 3.3863 -1.3088 1.7652
H -0.1717 3.9648 2.1138
H 0.1848 5.9684 3.5368
H 2.1037 6.0560 5.1011
H 3.6591 4.1248 5.2203
H 3.2869 2.1343 3.7843
C -3.3086 -0.8576 3.4323
Si -1.9515 0.2803 2.7586
C -1.3088 1.1862 4.2797
C -2.8464 1.5619 1.7258
N -0.8787 -0.7080 1.8524
C -0.3518 -1.8512 2.4725
C -0.4048 -3.1069 1.8461
C 0.1270 -4.2418 2.4374
C 0.7240 -4.1776 3.6928
C 0.7889 -2.9455 4.3324
C 0.2702 -1.8034 3.7327
H -3.8071 -1.3738 2.6013
H -2.8876 -1.6238 4.0955
H -4.0677 -0.2955 3.9949
H -2.0095 1.9877 4.5464
H -0.3296 1.6423 4.1075
H -1.2262 0.5076 5.1360
H -3.5539 2.0957 2.3718
H -3.4125 1.1096 0.9081
H -2.1454 2.2874 1.3026
H -0.8529 -3.1644 0.8631
H 0.0900 -5.1842 1.9015
H 1.1495 -5.0627 4.1505
H 1.2729 -2.8621 5.3005
H 0.3903 -0.8387 4.2138
C -2.7350 -3.1990 -0.9067
Sb -2.4674 -1.0886 -1.1887
C -4.6061 -0.7918 -1.4768
C -2.0328 -1.1839 -3.2870
H -3.4718 -3.5606 -1.6281
H -3.0866 -3.3909 0.1093
H -1.7792 -3.6966 -1.0685
H -4.9795 -1.5161 -2.2071
H -4.8131 0.2222 -1.8335
H -5.1302 -0.9373 -0.5259
H -2.8876 -1.5845 -3.8361
H -1.1603 -1.8285 -3.3999
H -1.7843 -0.1844 -3.6494
C 1.7095 -0.8403 -3.7277
C 2.4384 0.4552 -3.3598
C 3.1539 0.3744 -2.0104
C 1.5155 1.6550 -3.4815
C 1.7271 2.4814 -4.5804
C 0.9433 3.5932 -4.8486
C -0.0708 3.8842 -3.9503
C -0.3252 3.1053 -2.8245
C -1.4148 3.6115 -1.8939
C -0.8542 3.9971 -0.5242
C -2.5987 2.6560 -1.7675
C 0.4444 1.9250 -2.5695
O 0.1806 1.1489 -1.5413
H 2.3690 -1.7085 -3.6197
H 1.3621 -0.7922 -4.7664
H 0.8429 -0.9886 -3.0860
H 3.2153 0.6061 -4.1171
H 2.4532 0.2366 -1.1942
H 3.7129 1.2958 -1.8193
H 3.8527 -0.4687 -1.9937
H 2.5402 2.2275 -5.2560
H 1.1191 4.2120 -5.7210
H -0.6889 4.7630 -4.1128
H -1.7923 4.5280 -2.3568
H -0.4320 3.1333 -0.0112
H -1.6414 4.4284 0.1071
H -0.0593 4.7408 -0.6363
H -2.2662 1.7252 -1.3165
H -3.0272 2.4338 -2.7494
H -3.3826 3.0817 -1.1316

Results
* charge: -2
* HOMO (alpha / beta): 0.73 / -1.85 eV
* energy above the lowest of the compared OMol25 structures with the same formula, charge and spin: 0.000 eV
* spin multiplicity: 5
* maximum force: 0.57 eV/Å